Run P
Here is a gas-phase ion, C6H9N2O (charge +1) from the OMol25 dataset. Energies are from wB97M-V/def2-TZVPD.

Last column: natural (NBO) charge in e.
Element x y z (Å)
C1 -0.712 1.959 -0.009  0.003
N1 -1.353 0.879 0.026  -0.252
C2 -2.670 0.694 0.258  -0.169
C3 -3.040 -0.637 0.002  0.095
N2 -1.902 -1.367 -0.214  -0.536
C4 -0.800 -0.476 -0.057  0.214
C5 0.466 -0.758 -0.182  0.140
O1 1.556 0.277 0.052  -0.510
C6 2.798 -0.409 0.067  -0.251
H1 0.347 2.135 0.206  0.264
H2 -1.280 2.890 -0.247  0.218
H3 -3.336 1.550 0.235  0.252
H4 -3.999 -1.206 -0.030  0.271
H5 -1.793 -2.344 -0.149  0.440
H6 0.922 -1.734 -0.425  0.229
H7 3.094 -0.800 -0.895  0.189
H8 2.629 -1.284 0.711  0.178
H9 3.427 0.400 0.460  0.225

The charge is +1. Its orbital gap (alpha / beta) is 7.57 / 7.57 eV.

Run Q
Here is a gas-phase ion, C6H9N2O (charge +1) from the OMol25 dataset. Energies are from wB97M-V/def2-TZVPD.

Last column: natural (NBO) charge in e.
Element x y z (Å)
C1 -1.059 -1.657 0.726  0.209
C2 -0.306 -0.432 2.610  0.441
C3 -0.973 0.980 -2.814  -0.339
C4 0.176 0.489 -2.467  -0.201
C5 0.327 -0.074 -0.074  0.390
C6 0.896 0.823 -1.171  -0.545
N1 -0.713 -1.378 1.959  -0.362
N2 0.454 -0.118 3.589  -0.741
O1 -0.657 -0.834 -0.260  -0.307
H1 -1.692 -2.404 0.370  0.225
H2 -1.253 0.693 -3.753  0.221
H3 -1.416 1.731 -2.232  0.202
H4 0.682 -0.280 -3.011  0.212
H5 0.909 -0.205 0.827  0.176
H6 2.045 0.666 -1.289  0.276
H7 0.862 1.890 -0.834  0.277
H8 0.317 0.788 4.047  0.441
H9 1.401 -0.678 3.780  0.426

The charge is +1. Its orbital gap (alpha / beta) is 7.50 / 7.49 eV.

Of them, run P has the highest stability.

Run P
Here is a molecular structure, C5H11CuO4 from the OMol25 dataset. Energies are from wB97M-V/def2-TZVPD.

Last column: natural (NBO) charge in e.
Element x y z (Å)
C1 -0.467 -2.802 -0.308  -0.646
C2 -0.689 -1.983 0.956  -0.036
O1 0.275 -1.162 1.489  -1.017
H1 -1.218 -3.606 -0.378  0.210
H2 -0.647 -2.191 -1.205  0.186
H3 0.488 -3.346 -0.264  0.201
H4 -1.073 -2.666 1.745  0.129
H5 -1.494 -1.248 0.716  0.103
O2 -0.549 1.636 0.743  -0.487
C3 0.020 0.857 -0.199  1.062
O3 1.258 0.769 -0.201  -0.747
O4 -0.630 0.983 -1.375  -0.506
C4 0.013 0.517 -2.558  -0.259
H6 0.835 1.178 -2.863  0.195
H7 0.445 -0.478 -2.374  0.199
H8 -0.763 0.472 -3.328  0.201
C5 -1.958 1.615 0.972  -0.256
H9 -2.460 2.327 0.305  0.184
H10 -2.386 0.619 0.807  0.197
H11 -2.090 1.910 2.018  0.205
Cu1 2.140 -0.723 0.914  0.880

The charge is 0. Its orbital gap is 7.33 eV.

Run Q
Here is a molecular structure, C5H11CuO4 from the OMol25 dataset. Energies are from wB97M-V/def2-TZVPD.

Last column: natural (NBO) charge in e.
Element x y z (Å)
O1 0.487 0.873 0.069  -0.513
C1 -0.121 -0.071 0.826  1.072
O2 0.549 -0.866 1.520  -0.849
O3 -1.257 0.490 1.313  -0.508
C2 -1.908 -0.237 2.348  -0.256
H1 -2.878 0.248 2.498  0.195
H2 -2.047 -1.290 2.061  0.192
H3 -1.311 -0.208 3.270  0.187
C3 1.795 0.543 -0.409  -0.070
H4 2.461 0.369 0.448  0.188
H5 1.736 -0.401 -0.974  0.174
C4 2.282 1.678 -1.277  -0.624
H6 1.549 1.914 -2.060  0.219
H7 2.460 2.580 -0.677  0.214
H8 3.225 1.390 -1.759  0.213
Cu1 0.538 -2.645 0.364  0.910
O4 -0.808 -1.475 -0.528  -0.971
C5 -1.526 -0.865 -1.539  -0.227
H9 -2.166 -1.588 -2.082  0.154
H10 -2.191 -0.075 -1.129  0.160
H11 -0.870 -0.365 -2.283  0.140

The charge is 0. Its orbital gap is 7.92 eV.

Of them, run Q has the highest stability.

Run P
Here is C19H23NO3 in the gas phase from the OMol25 dataset. Energies are from wB97M-V/def2-TZVPD.

Last column: natural (NBO) charge in e.
Element x y z (Å)
C1 3.142 0.647 -1.694  -0.637
C2 2.127 -0.205 -0.995  0.016
C3 2.317 -0.585 0.326  -0.256
C4 1.383 -1.374 0.969  -0.135
C5 0.231 -1.800 0.329  -0.118
C6 -0.788 -2.699 0.988  -0.239
C7 -0.834 -2.556 2.508  -0.607
C8 -0.499 -4.153 0.597  -0.591
C9 0.032 -1.406 -1.003  0.381
O1 -1.130 -1.862 -1.593  -0.532
C10 -1.625 -1.226 -2.746  -0.072
C11 -2.257 0.166 -2.438  -0.259
N1 -1.959 0.603 -1.097  -0.602
C12 -0.999 1.521 -0.842  0.689
O2 -0.502 2.187 -1.752  -0.673
C13 -0.576 1.670 0.566  -0.205
C14 -1.303 1.158 1.642  -0.169
C15 -0.830 1.252 2.933  -0.257
C16 0.401 1.848 3.175  -0.167
C17 1.127 2.382 2.136  -0.275
C18 0.644 2.326 0.826  0.372
O3 1.372 2.900 -0.136  -0.678
C19 0.975 -0.619 -1.648  -0.327
H1 4.116 0.159 -1.686  0.217
H2 2.853 0.836 -2.724  0.211
H3 3.242 1.602 -1.180  0.237
H4 3.201 -0.259 0.853  0.210
H5 1.557 -1.657 1.995  0.206
H6 -1.773 -2.438 0.585  0.205
H7 0.046 -2.999 2.967  0.201
H8 -0.888 -1.508 2.795  0.216
H9 -1.709 -3.071 2.899  0.210
H10 -1.233 -4.819 1.045  0.203
H11 -0.539 -4.264 -0.483  0.215
H12 0.492 -4.443 0.940  0.203
H13 -0.849 -1.135 -3.513  0.177
H14 -2.394 -1.905 -3.121  0.197
H15 -3.342 0.113 -2.555  0.200
H16 -1.860 0.925 -3.115  0.241
H17 -2.235 -0.025 -0.359  0.403
H18 -2.271 0.706 1.478  0.203
H19 -1.415 0.864 3.753  0.215
H20 0.783 1.905 4.184  0.216
H21 2.075 2.869 2.303  0.225
H22 0.869 2.804 -0.985  0.517
H23 0.824 -0.303 -2.668  0.216

The charge is 0. Its orbital gap is 8.85 eV.

Run Q
Here is C19H23NO3 in the gas phase from the OMol25 dataset. Energies are from wB97M-V/def2-TZVPD.

Last column: natural (NBO) charge in e.
Element x y z (Å)
C1 1.198 -3.499 0.864  -0.257
O1 0.213 -3.436 -0.139  -0.513
C2 -0.866 -2.629 0.061  0.371
C3 -1.790 -2.573 -0.985  -0.277
C4 -2.895 -1.754 -0.900  -0.205
C5 -3.118 -0.966 0.227  -0.048
C6 -4.256 0.017 0.275  -0.430
C7 -4.098 1.093 -0.818  -0.217
N1 -2.734 1.553 -0.921  -0.626
C8 -2.267 2.673 -0.318  0.684
O2 -2.985 3.502 0.196  -0.626
C9 -0.750 2.760 -0.356  -0.485
C10 -0.168 1.869 0.760  -0.409
C11 1.262 1.507 0.480  -0.046
C12 2.311 2.320 0.895  -0.185
C13 3.619 1.987 0.614  -0.248
C14 3.916 0.824 -0.097  0.283
O3 5.240 0.584 -0.319  -0.493
C15 5.602 -0.567 -1.040  -0.251
C16 2.875 0.006 -0.519  -0.266
C17 1.566 0.356 -0.231  -0.214
C18 -2.212 -1.052 1.272  -0.192
C19 -1.097 -1.872 1.203  -0.328
H1 0.794 -3.900 1.799  0.176
H2 1.643 -2.516 1.051  0.182
H3 1.961 -4.177 0.484  0.200
H4 -1.611 -3.178 -1.860  0.225
H5 -3.596 -1.723 -1.722  0.212
H6 -5.212 -0.491 0.130  0.217
H7 -4.270 0.502 1.252  0.216
H8 -4.715 1.961 -0.581  0.238
H9 -4.400 0.693 -1.790  0.190
H10 -2.065 0.869 -1.240  0.395
H11 -0.386 2.418 -1.326  0.213
H12 -0.442 3.795 -0.210  0.232
H13 -0.757 0.952 0.827  0.218
H14 -0.249 2.395 1.712  0.218
H15 2.098 3.223 1.449  0.211
H16 4.436 2.613 0.935  0.224
H17 5.183 -0.557 -2.052  0.176
H18 6.689 -0.547 -1.102  0.201
H19 5.287 -1.481 -0.526  0.173
H20 3.064 -0.901 -1.071  0.212
H21 0.766 -0.291 -0.565  0.208
H22 -2.372 -0.464 2.165  0.217
H23 -0.413 -1.898 2.037  0.225

The charge is 0. Its orbital gap is 9.02 eV.

Run R
Here is C19H23NO3 in the gas phase from the OMol25 dataset. Energies are from wB97M-V/def2-TZVPD.

Last column: natural (NBO) charge in e.
Element x y z (Å)
C1 -2.455 0.804 -2.197  -0.612
C2 -0.975 0.199 -2.538  0.149
C3 -0.221 1.543 -2.734  -0.628
C4 -1.135 -0.630 -3.710  -0.638
N1 -0.329 -0.552 -1.390  -0.488
C5 -1.130 -1.566 -0.535  -0.310
C6 -0.934 -1.426 0.995  0.561
O1 -0.974 -2.458 1.740  -0.561
C7 -0.974 -0.146 1.645  -0.133
C8 -0.756 1.162 1.127  -0.223
C9 -0.935 2.338 1.853  0.284
O2 -0.626 3.504 1.246  -0.665
C10 -1.093 2.277 3.146  -0.301
C11 -1.317 1.047 3.796  0.311
O3 -1.714 0.934 5.098  -0.679
C12 -1.365 -0.135 3.052  -0.251
C13 1.053 -1.099 -1.643  -0.237
C14 2.002 -1.034 -0.375  -0.017
C15 2.823 0.023 -0.095  -0.217
C16 3.810 -0.008 0.952  -0.207
C17 3.956 -1.239 1.701  -0.202
C18 3.033 -2.325 1.464  -0.222
C19 2.197 -2.287 0.383  -0.193
H1 -3.217 -0.034 -2.052  0.196
H2 -2.903 1.384 -2.922  0.211
H3 -2.425 1.490 -1.215  0.221
H4 -0.764 2.349 -3.228  0.219
H5 0.712 1.398 -3.342  0.200
H6 0.098 1.990 -1.766  0.226
H7 -0.228 -1.279 -3.839  0.211
H8 -2.026 -1.263 -3.593  0.214
H9 -1.238 0.058 -4.578  0.218
H10 -0.841 -2.536 -0.837  0.202
H11 -2.247 -1.549 -0.692  0.241
H12 -0.535 1.257 0.112  0.239
H13 -0.677 4.255 1.888  0.482
H14 -1.049 3.209 3.799  0.213
H15 -1.853 0.022 5.397  0.493
H16 -1.654 -1.118 3.431  0.233
H17 0.896 -2.090 -1.865  0.177
H18 1.573 -0.609 -2.498  0.218
H19 2.560 0.895 -0.721  0.211
H20 4.516 0.734 1.195  0.213
H21 4.808 -1.190 2.347  0.215
H22 3.000 -3.248 1.974  0.218
H23 1.551 -3.049 0.024  0.207

The charge is 0. Its orbital gap is 8.33 eV.

Of them, run P has the highest stability.

Run P
Here is C28H39N3O4 in the gas phase from the OMol25 dataset. Energies are from wB97M-V/def2-TZVPD.

Last column: natural (NBO) charge in e.
Element x y z (Å)
C1 6.593 -0.534 5.414  -0.639
C2 6.578 -1.441 4.187  -0.060
O1 5.315 -2.030 3.956  -0.482
C3 4.300 -1.275 3.456  0.268
C4 4.409 0.013 2.974  -0.255
C5 3.302 0.702 2.459  -0.107
C6 3.492 2.054 1.986  -0.084
C7 2.547 2.905 1.560  -0.343
C8 2.905 4.268 1.155  0.647
O2 3.950 4.815 1.455  -0.605
N1 1.949 4.979 0.462  -0.613
C9 0.811 4.539 -0.202  0.161
C10 0.742 3.281 -0.800  -0.212
C11 -0.402 2.885 -1.465  -0.189
C12 -1.500 3.735 -1.558  -0.163
C13 -2.772 3.351 -2.235  0.660
O3 -3.858 3.743 -1.851  -0.624
N2 -2.623 2.561 -3.326  -0.605
C14 -3.749 2.037 -4.059  -0.241
C15 -3.922 0.537 -3.795  -0.214
N3 -4.861 -0.085 -4.711  -0.450
C16 -4.845 -1.534 -4.575  -0.208
C17 -5.531 -2.241 -5.739  -0.617
C18 -6.191 0.505 -4.690  -0.218
C19 -6.923 0.502 -3.343  -0.643
C20 -1.426 4.994 -0.967  -0.139
C21 -0.285 5.398 -0.310  -0.245
C22 2.073 0.050 2.430  -0.206
C23 1.949 -1.245 2.900  -0.240
C24 3.040 -1.925 3.421  0.275
O4 3.029 -3.177 3.937  -0.479
C25 1.874 -3.979 3.820  -0.058
C26 1.684 -4.545 2.404  -0.246
C27 0.368 -5.312 2.320  -0.605
C28 2.868 -5.438 2.044  -0.608
H1 5.920 0.310 5.283  0.213
H2 7.599 -0.160 5.581  0.216
H3 6.273 -1.095 6.288  0.217
H4 6.926 -0.901 3.297  0.168
H5 7.243 -2.294 4.351  0.195
H6 5.360 0.522 2.985  0.217
H7 4.513 2.417 1.976  0.222
H8 1.498 2.652 1.554  0.213
H9 2.131 5.974 0.423  0.411
H10 1.596 2.621 -0.760  0.221
H11 -0.437 1.894 -1.894  0.209
H12 -1.702 2.265 -3.604  0.394
H13 -4.619 2.598 -3.716  0.234
H14 -3.605 2.201 -5.131  0.201
H15 -2.951 0.052 -3.954  0.187
H16 -4.194 0.388 -2.735  0.170
H17 -5.289 -1.872 -3.623  0.161
H18 -3.793 -1.836 -4.566  0.192
H19 -6.613 -2.167 -5.676  0.201
H20 -5.203 -1.805 -6.679  0.214
H21 -5.265 -3.295 -5.730  0.213
H22 -6.791 -0.032 -5.426  0.198
H23 -6.098 1.535 -5.043  0.194
H24 -6.407 1.121 -2.614  0.211
H25 -7.925 0.901 -3.479  0.217
H26 -7.009 -0.508 -2.948  0.202
H27 -2.284 5.645 -1.033  0.236
H28 -0.233 6.380 0.137  0.216
H29 1.202 0.546 2.034  0.210
H30 0.980 -1.718 2.861  0.211
H31 2.042 -4.802 4.521  0.194
H32 0.980 -3.430 4.142  0.173
H33 1.656 -3.706 1.699  0.202
H34 -0.476 -4.663 2.542  0.206
H35 0.364 -6.135 3.031  0.203
H36 0.234 -5.720 1.322  0.215
H37 2.804 -5.758 1.007  0.208
H38 3.800 -4.897 2.186  0.223
H39 2.883 -6.321 2.679  0.200

The charge is 0. Its orbital gap is 8.01 eV.

Run Q
Here is C28H39N3O4 in the gas phase from the OMol25 dataset. Energies are from wB97M-V/def2-TZVPD.

Last column: natural (NBO) charge in e.
Element x y z (Å)
C1 -4.158 0.580 5.203  -0.639
C2 -3.297 1.743 5.692  -0.061
O1 -3.823 3.002 5.332  -0.495
C3 -3.719 3.437 4.046  0.334
C4 -3.008 2.820 3.040  -0.277
C5 -2.941 3.367 1.750  -0.125
C6 -2.204 2.745 0.676  -0.077
C7 -1.539 1.580 0.691  -0.338
C8 -0.839 1.121 -0.519  0.655
O2 -0.817 1.750 -1.558  -0.613
N1 -0.214 -0.094 -0.345  -0.596
C9 0.551 -0.825 -1.247  0.158
C10 0.861 -0.371 -2.528  -0.195
C11 1.637 -1.149 -3.361  -0.160
C12 2.104 -2.397 -2.959  -0.171
C13 2.945 -3.177 -3.909  0.668
O3 3.692 -2.646 -4.712  -0.631
N2 2.787 -4.522 -3.846  -0.609
C14 3.605 -5.415 -4.630  -0.259
C15 4.884 -5.817 -3.859  -0.227
N3 5.924 -6.457 -4.632  -0.446
C16 5.575 -7.772 -5.147  -0.209
C17 5.232 -8.771 -4.048  -0.618
C18 6.502 -5.632 -5.686  -0.208
C19 6.922 -4.244 -5.219  -0.632
C20 1.803 -2.843 -1.675  -0.185
C21 1.041 -2.065 -0.829  -0.242
C22 -3.618 4.558 1.506  -0.163
C23 -4.335 5.191 2.503  -0.299
C24 -4.403 4.654 3.781  0.277
O4 -5.089 5.152 4.836  -0.483
C25 -5.693 6.428 4.802  -0.053
C26 -4.782 7.523 5.379  -0.239
C27 -5.594 8.797 5.597  -0.606
C28 -3.581 7.801 4.480  -0.609
H1 -4.209 0.562 4.117  0.211
H2 -5.168 0.686 5.591  0.218
H3 -3.740 -0.359 5.555  0.214
H4 -3.288 1.760 6.785  0.196
H5 -2.262 1.637 5.343  0.166
H6 -2.476 1.905 3.240  0.210
H7 -2.189 3.289 -0.261  0.229
H8 -1.491 0.950 1.567  0.187
H9 -0.323 -0.531 0.560  0.393
H10 0.494 0.588 -2.853  0.252
H11 1.894 -0.799 -4.349  0.235
H12 2.200 -4.920 -3.131  0.394
H13 3.015 -6.293 -4.903  0.195
H14 3.884 -4.868 -5.534  0.228
H15 5.306 -4.910 -3.423  0.210
H16 4.617 -6.482 -3.035  0.192
H17 6.458 -8.139 -5.680  0.196
H18 4.750 -7.726 -5.880  0.157
H19 5.230 -9.777 -4.462  0.214
H20 5.976 -8.720 -3.258  0.215
H21 4.250 -8.582 -3.622  0.196
H22 5.820 -5.534 -6.549  0.158
H23 7.391 -6.168 -6.036  0.191
H24 6.064 -3.597 -5.053  0.230
H25 7.503 -4.316 -4.303  0.207
H26 7.542 -3.786 -5.986  0.214
H27 2.190 -3.785 -1.311  0.209
H28 0.823 -2.415 0.171  0.203
H29 -3.583 4.997 0.520  0.214
H30 -4.841 6.113 2.269  0.220
H31 -6.030 6.697 3.797  0.169
H32 -6.577 6.330 5.442  0.194
H33 -4.417 7.161 6.346  0.205
H34 -5.991 9.161 4.651  0.201
H35 -4.967 9.574 6.025  0.215
H36 -6.427 8.617 6.272  0.209
H37 -3.904 8.179 3.512  0.198
H38 -2.937 8.548 4.940  0.212
H39 -2.995 6.898 4.324  0.218

The charge is 0. Its orbital gap is 7.92 eV.

Of them, run Q has the highest stability.